DFT (ωB97M-V with the def2-TZVPD basis set) results for a structure of composition C63H40I4N5O3PPbS2Se2.

Values from the calculation:
Lowest unoccupied orbital energy (spin up / spin down) ... 2.926 / 2.927 eV
Calculated total energy ... -10248.5199 a.u.
Highest occupied orbital energy (spin up / spin down) ... -1.29 / -1.29 eV
Energy relative to the best compared isomer or geometry (same formula, charge and spin) ... 1.770 eV
Charge ... -2

XYZ file:
```
121
C63H40I4N5O3PPbS2Se2 ωB97M-V with the def2-TZVPD basis set
Pb -13.15 13.17 15.39
I -5.44 7.31 13.02
C -7.11 8.64 13.18
C -7.19 9.71 12.33
C -8.19 10.65 12.49
C -9.05 10.59 13.58
C -9.01 9.50 14.36
C -8.03 8.48 14.20
C -10.17 11.50 13.74
C -11.41 11.12 13.15
C -11.58 9.97 12.26
C -12.90 9.90 11.96
C -13.58 11.03 12.67
C -14.94 11.28 12.57
C -15.76 10.34 11.72
C -16.32 10.63 10.51
C -17.20 9.71 9.86
C -17.49 8.56 10.59
I -18.93 7.31 9.65
C -16.94 8.19 11.80
C -16.08 9.09 12.37
C -15.65 12.31 13.22
N -15.11 13.28 14.04
C -16.04 14.14 14.41
C -15.80 15.57 15.04
C -16.42 16.59 14.09
C -15.98 16.51 12.77
C -16.47 17.30 11.77
C -17.32 18.28 12.15
I -17.86 19.62 10.57
C -17.60 18.62 13.42
C -17.19 17.75 14.45
C -14.38 16.09 15.15
C -14.17 17.45 15.48
C -12.86 17.58 15.72
C -12.29 16.28 15.54
N -13.28 15.43 15.13
C -10.89 15.86 15.69
C -10.30 14.69 15.26
C -8.94 14.33 15.56
C -8.74 13.08 15.06
C -10.02 12.70 14.49
N -10.93 13.69 14.62
C -9.97 16.88 16.35
C -8.86 17.35 15.63
C -8.00 18.30 16.18
C -8.33 18.88 17.35
I -7.07 20.41 18.12
C -9.39 18.38 18.13
C -10.16 17.38 17.62
C -17.25 13.77 13.77
C -17.02 12.62 13.06
N -12.57 11.75 13.42
H -6.42 9.94 11.58
H -8.23 11.41 11.75
H -9.78 9.34 15.15
H -8.00 7.67 14.88
H -10.77 9.33 11.98
H -13.46 9.24 11.34
H -16.15 11.50 9.90
H -17.55 9.84 8.86
H -17.24 7.27 12.40
H -15.62 8.86 13.32
H -15.24 15.78 12.51
H -16.17 17.04 10.72
H -18.33 19.43 13.62
H -17.62 17.94 15.49
H -14.88 18.31 15.44
H -12.30 18.45 15.93
H -8.31 15.00 16.08
H -7.88 12.45 14.95
H -8.69 16.95 14.66
H -7.13 18.60 15.55
H -9.80 18.89 19.01
H -11.03 17.01 18.19
H -18.11 14.46 13.72
H -17.81 12.06 12.67
Se -13.84 15.18 18.38
P -16.03 15.39 17.84
Se -16.24 11.97 17.77
C -17.18 14.64 19.08
C -18.52 14.39 18.93
C -19.27 13.95 20.00
C -18.69 13.87 21.28
C -17.30 14.04 21.45
C -16.55 14.44 20.33
C -16.39 17.14 18.41
C -17.72 17.55 18.36
C -18.17 18.75 18.88
C -17.24 19.61 19.52
C -15.92 19.21 19.52
C -15.50 18.00 19.04
H -19.00 14.41 17.95
H -20.39 13.79 19.80
H -19.41 13.54 22.04
H -16.74 13.96 22.35
H -15.49 14.49 20.36
H -18.54 16.89 18.05
H -19.22 18.86 18.89
H -17.61 20.51 20.04
H -15.26 19.88 19.95
H -14.42 17.69 19.18
S -15.87 10.62 16.13
C -14.32 9.93 16.55
N -13.43 10.27 17.41
C -12.30 9.38 17.34
C -11.12 9.49 18.10
C -10.03 8.66 17.83
C -10.27 7.48 17.07
C -11.49 7.27 16.44
C -12.49 8.25 16.52
S -14.02 8.44 15.66
H -11.02 10.34 18.72
H -9.11 8.91 18.31
H -9.41 6.90 16.74
H -11.64 6.39 15.83
O -11.60 12.65 18.34
H -11.15 13.45 18.06
H -12.48 13.06 18.52
O -16.01 13.54 16.98
O -16.54 15.85 16.31
```